# 1
Molecular formula: C27H25CoN7O4S2
Method: DFT, wB97M-V/def2-TZVPD

Cartesian coordinates (Å):
C (-3.333, 2.226, -0.059)
C (6.165, -0.904, -0.780)
S (1.553, 2.276, 1.015)
C (-0.354, -0.075, -3.399)
H (0.712, 2.456, -1.618)
O (-4.458, -1.033, -2.105)
H (0.247, 0.458, 6.118)
H (1.916, 3.527, 3.610)
C (-1.990, 2.492, 0.238)
C (-1.563, 3.810, 0.419)
H (-1.602, -1.599, -4.304)
C (-2.749, 0.051, -3.595)
H (1.340, 2.707, 5.880)
H (-3.634, 1.925, -3.074)
C (5.671, 0.401, -0.624)
N (-1.305, 1.276, 0.215)
H (-1.910, -1.532, 0.821)
C (-2.220, 0.355, -0.071)
N (-0.429, -1.069, -0.602)
N (2.871, -2.583, -0.532)
H (6.366, 1.229, -0.645)
C (-0.374, 1.134, -2.709)
C (3.469, -0.446, -0.417)
H (0.145, -3.104, -0.908)
H (0.135, -2.544, 0.776)
N (0.710, 1.454, -1.801)
S (-4.309, -0.845, -3.565)
C (1.783, -1.818, -0.354)
H (1.613, 1.226, -2.212)
H (-0.207, -0.857, 4.022)
H (7.227, -1.052, -0.919)
C (0.362, -2.258, -0.252)
H (-4.550, 5.342, -0.122)
C (1.173, 1.789, 2.625)
H (2.878, -3.585, -0.635)
H (-2.494, -1.613, -0.863)
O (0.319, -0.208, 1.761)
C (-1.521, 1.908, -2.686)
N (0.590, 0.591, 2.810)
Co (0.499, 0.575, 0.051)
C (1.449, 2.564, 3.757)
C (0.519, 0.852, 5.151)
C (-1.842, -1.076, -0.168)
C (0.261, 0.115, 4.030)
O (-5.291, 0.041, -4.130)
C (-2.508, 4.806, 0.287)
H (-4.178, 0.347, -0.745)
O (-4.025, -2.080, -4.254)
C (1.127, 2.103, 5.009)
C (3.974, -1.738, -0.579)
C (-1.558, -0.622, -3.839)
N (2.083, -0.540, -0.275)
C (-4.284, 3.230, -0.202)
C (-3.848, 4.525, -0.023)
H (-2.209, 5.837, 0.425)
H (-5.312, 2.998, -0.447)
H (-0.535, 4.044, 0.654)
C (4.328, 0.653, -0.440)
C (-2.711, 1.362, -3.141)
H (-0.450, -0.975, -1.620)
N (-3.437, 0.855, -0.230)
H (5.705, -3.004, -0.885)
H (0.578, -0.621, -3.524)
H (3.959, 1.658, -0.302)
H (-1.513, 2.892, -2.230)
C (5.327, -1.999, -0.761)

Values from the calculation:
spin multiplicity	1
charge	+1
HOMO-LUMO gap	7.25	eV
highest occupied orbital energy	-0.3983	hartree
relative energy (zero: lowest compared OMol25 entry of this formula, charge and spin)	0.00	kcal/mol

Atom charges from the Löwdin analysis, given in e for atoms 1 to 2: atom 1 (C): -0.18, atom 2 (C): -0.06

# 2
Molecular formula: C27H25F5N5OS2SeTi
Method: DFT, wB97M-V/def2-TZVPD

Cartesian coordinates (Å):
C (0.662, -3.265, 1.284)
N (-1.393, -3.832, -0.428)
H (4.528, 1.028, 0.041)
F (-5.179, 0.065, 2.398)
C (-2.585, -4.049, -1.227)
H (3.783, -1.122, -0.696)
C (2.340, 0.878, -1.400)
N (0.052, 0.269, -2.294)
H (2.110, 1.909, -1.153)
H (3.393, 0.807, -1.696)
H (-2.425, 4.863, -3.437)
H (1.915, 1.594, 4.159)
C (3.813, 1.915, 3.207)
C (1.509, 0.421, -2.582)
C (1.892, 0.808, 2.182)
H (0.842, -5.366, 1.599)
H (-1.422, 4.495, -1.201)
H (-2.309, 3.053, -5.140)
H (-0.147, -0.745, -4.159)
H (-2.427, -3.742, -2.262)
S (0.257, 0.187, 2.400)
C (-5.874, -0.890, -1.505)
Ti (-0.251, -0.125, 0.007)
C (-5.361, -0.227, 1.105)
F (-3.721, -0.267, -2.094)
H (-0.989, -5.897, -0.110)
H (1.677, -3.492, 3.005)
C (-1.861, 2.922, -4.163)
F (-6.122, -1.212, -2.787)
H (4.248, 2.414, 4.064)
H (5.581, 2.082, 1.983)
F (-7.562, -0.897, 1.676)
C (-0.661, 1.525, -2.596)
H (1.649, 1.127, -3.405)
F (-8.068, -1.546, -0.915)
H (1.873, -0.551, -2.919)
H (2.727, -1.831, 0.536)
H (2.225, -1.851, -1.156)
H (-2.829, -5.108, -1.200)
N (0.082, -2.253, 0.531)
C (-0.717, 2.534, -1.627)
C (0.338, -4.580, 1.053)
S (-0.054, 2.343, -0.013)
H (-3.420, -3.472, -0.832)
C (2.741, -1.271, -0.392)
N (2.075, 0.042, -0.200)
C (2.640, 0.685, 1.002)
O (-1.608, -1.591, -0.727)
C (-4.339, -0.025, 0.182)
H (-0.030, -1.782, -2.732)
C (-0.450, -0.851, -3.112)
C (-1.225, 1.731, -3.850)
Se (-2.721, 0.855, 0.662)
C (4.553, 1.746, 2.043)
C (-4.640, -0.395, -1.126)
C (-6.604, -0.725, 0.751)
C (-6.868, -1.058, -0.562)
C (-1.924, 3.929, -3.211)
C (2.510, 1.458, 3.264)
H (-1.192, 0.955, -4.602)
H (-1.532, -0.901, -3.045)
N (1.589, -2.847, 2.235)
C (3.954, 1.139, 0.953)
C (-1.360, 3.730, -1.964)
C (-0.986, -2.566, -0.204)
C (-0.672, -4.900, 0.144)
H (1.356, -1.908, 2.565)

Values from the calculation:
spin multiplicity	3
charge	-1
<S²>	2.021
HOMO-LUMO gap (alpha / beta)	5.16 / 6.28	eV
highest occupied orbital energy (alpha / beta)	-0.1024 / -0.1455	hartree

Atom charges from the Löwdin analysis, given in e for atoms 1 to 2: atom 1 (C): -0.39, atom 2 (N): -0.06

- The lowest charge belongs to which entry?
  C27H25F5N5OS2SeTi

- What is the spin multiplicity in the first record?
  1

- What is the charge in the second record?
  -1